{
  "formula": "C57H53Cl2IN2O7P2Sn",
  "method": "wB97M-V/def2-TZVPD",
  "total_charge": -2,
  "multiplicity": 1,
  "e_homo_ev": [-2.89, -2.87],
  "energy_ha": -4954.2613,
  "gap_ev": [4.42, 3.87],
  "elements": ["Sn", "C", "C", "C", "C", "C", "C", "C", "C", "P", "C", "C", "C", "C", "C", "C", "C", "C", "C", "C", "C", "C", "C", "O", "C", "C", "C", "C", "C", "C", "P", "C", "C", "C", "C", "C", "C", "C", "C", "C", "C", "C", "C", "H", "H", "H", "H", "H", "H", "H", "H", "H", "H", "H", "H", "H", "H", "H", "H", "H", "H", "H", "H", "H", "H", "H", "H", "H", "H", "H", "H", "H", "H", "H", "H", "O", "H", "H", "O", "H", "H", "O", "C", "O", "H", "Cl", "C", "Cl", "H", "H", "I", "C", "H", "H", "H", "O", "C", "N", "C", "C", "O", "N", "C", "C", "C", "C", "C", "C", "C", "C", "C", "C", "C", "C", "H", "H", "H", "H", "H", "H", "H", "H", "H", "H", "H"],
  "positions_angstrom": [[-1.225043, -2.454586, 4.820105], [3.905610, -5.047257, -0.291108], [3.125092, -4.193769, -1.345141], [2.623174, -5.135791, -2.455413], [1.925216, -3.603746, -0.603179], [0.866062, -4.404588, -0.169054], [-0.218682, -3.892880, 0.496356], [-0.131049, -2.586312, 0.883896], [0.949469, -1.739957, 0.760661], [0.912893, -0.459688, 2.052718], [-4.826497, -5.454660, -7.948653], [-5.569291, -4.166835, -8.038545], [-7.060248, -4.315338, -8.287723], [-7.717770, -5.508536, -8.393482], [-6.801119, -6.834552, -8.602341], [-5.461815, -6.821235, -8.256920], [0.514973, -7.044404, 4.899930], [-0.232382, -6.175230, 5.634490], [2.085368, -7.303530, 4.980680], [2.814034, -7.818119, 3.758612], [1.612568, -7.701280, 2.794955], [0.410701, -7.425708, 3.622250], [1.916636, -2.215997, -0.199922], [2.830988, -1.336142, -0.581485], [3.806948, -1.798239, -1.604397], [4.313376, -0.773030, -2.446305], [5.007903, -1.301992, -3.650295], [5.438705, -2.659407, -3.696114], [4.902003, -3.557441, -2.799917], [3.978931, -3.158530, -1.905510], [3.539887, 0.925201, -1.996322], [2.712558, 1.201753, -3.658956], [3.441510, 1.453943, -4.849976], [2.819432, 1.494597, -6.113155], [1.364772, 1.409694, -6.094853], [0.638505, 1.392357, -4.960823], [1.383929, 1.215140, -3.794574], [5.172836, 1.904328, -2.285365], [6.243709, 1.035066, -1.909104], [7.359464, 1.847801, -2.113199], [7.570948, 3.076345, -2.583220], [6.485253, 3.721412, -3.141029], [5.256127, 3.162290, -2.920583], [3.309498, -5.866220, 0.140278], [4.072037, -4.265094, 0.514733], [4.917446, -5.413943, -0.568636], [1.647893, -5.635527, -2.192635], [3.309491, -5.983060, -2.492746], [2.397605, -4.611710, -3.485103], [0.924316, -5.445682, -0.473977], [-1.092777, -4.478432, 0.746528], [-0.952097, -2.224116, 1.517410], [-9.295221, 11.137687, 5.020075], [-7.509216, -3.297617, -8.373488], [-8.769498, -5.772335, -8.572199], [-7.403058, -7.717430, -8.452100], [-4.777094, -7.648071, -8.442489], [-1.344662, -6.339635, 5.679066], [2.941799, -7.429936, 5.817713], [3.932464, -7.732841, 3.854569], [1.473593, -8.187779, 1.851499], [-0.485173, -7.102543, 3.069187], [5.286675, -0.626170, -4.477119], [6.045084, -3.039668, -4.473390], [5.073585, -4.649153, -2.968795], [4.515237, 1.490556, -4.580733], [3.326875, 1.810005, -7.033453], [0.740493, 1.430187, -7.046539], [-0.482949, 1.296820, -4.845951], [0.777515, 1.207169, -2.929866], [5.934107, 0.241902, -1.119227], [8.528596, 1.400085, -1.979185], [8.688102, 3.579505, -2.631520], [6.558316, 4.721075, -3.776922], [4.260250, 3.803591, -3.264215], [-8.180445, 0.667862, -5.736706], [-7.423850, 1.244188, -5.594953], [-8.060245, -0.114593, -5.179925], [4.954543, -1.631884, 1.275015], [4.817680, -1.783989, 2.134017], [4.059738, -1.781058, 1.015341], [0.893602, -6.454105, 7.618589], [0.328758, -5.486024, 6.831902], [-0.297732, -0.553402, 2.679874], [0.376390, -4.466357, 6.825238], [9.336159, 4.686629, 8.105177], [9.198184, 2.978481, 8.421499], [7.643384, 2.350075, 7.764589], [9.205943, 2.789904, 9.498685], [9.948106, 2.439638, 7.854522], [0.359490, -1.748335, 8.921571], [-3.266557, -1.948873, 4.329575], [-3.158189, -0.942084, 4.055795], [-4.294849, -1.915496, 4.741334], [-5.169964, -3.305692, -8.062043], [-3.573346, 10.143029, 4.489782], [-3.803575, 9.612940, 3.384010], [-4.980849, 8.813776, 3.103235], [-4.455740, 7.785483, 2.403317], [-3.697780, 8.670657, 1.363248], [-3.730562, 8.589661, 0.152941], [-3.295663, 9.742965, 2.093979], [-5.641008, 6.874165, 1.871506], [-5.975770, 6.763008, 0.526677], [-6.858210, 5.803580, 0.219594], [-7.442043, 5.053775, 1.233382], [-7.142003, 5.329147, 2.567770], [-6.224527, 6.260882, 2.916802], [-3.626130, 6.699524, 3.309418], [-3.657848, 6.728463, 4.651557], [-2.876765, 5.762994, 5.305459], [-2.050412, 5.000206, 4.507272], [-2.087302, 4.931405, 3.120519], [-2.858891, 5.839827, 2.500859], [-5.372565, 8.613023, 4.002873], [-5.439993, 7.362714, -0.156871], [-7.053191, 5.513478, -0.758208], [-8.085005, 4.227570, 0.927530], [-7.652767, 4.804895, 3.355005], [-5.978664, 6.500007, 3.947558], [-4.373575, 7.420726, 5.125705], [-2.810760, 5.668831, 6.423926], [-1.207173, 4.556470, 4.978106], [-1.477742, 4.327589, 2.486300], [-3.075202, 5.971554, 1.408887]],
  "atomic_forces_ev_per_a": [[-2.76, 0.56, -0.39], [0.38, 1.55, 1.30], [-1.65, -2.02, 1.27], [-1.65, -0.18, -1.36], [-0.04, 2.07, 0.66], [0.71, -0.34, -0.98], [0.06, -0.30, -0.41], [-1.80, 0.24, 1.93], [0.37, -1.17, -2.00], [9.34, 1.44, -4.58], [-4.22, 1.19, -1.47], [-3.35, -11.77, -0.42], [2.02, 1.38, 0.46], [3.28, -3.65, -1.48], [-1.81, 3.75, 3.21], [1.05, 3.73, -0.52], [5.32, 1.32, 2.83], [-1.03, -1.58, 1.10], [5.94, -1.74, -0.12], [-5.61, 3.70, 3.77], [-1.85, -0.80, 4.28], [-0.03, -1.19, -8.58], [-1.13, -1.83, 1.38], [2.82, -0.58, -2.06], [-1.08, 1.07, -0.53], [-0.92, -2.15, -1.13], [0.28, 0.48, 1.86], [-1.22, 2.22, 0.50], [1.14, -1.12, -1.57], [-0.52, 1.56, 1.58], [1.02, 0.50, -1.84], [1.83, 0.39, -0.81], [0.66, -0.88, 0.03], [-1.39, 0.67, 1.59], [0.37, 0.61, -3.33], [-0.44, -1.27, 1.33], [-2.61, 0.57, 1.14], [-2.25, -2.15, -0.05], [-1.65, 4.02, 1.01], [6.77, -5.20, 2.28], [2.35, 3.33, -2.01], [-0.01, 3.16, -1.27], [-2.99, 0.73, -0.48], [0.11, 0.30, -0.26], [0.09, -1.28, -0.43], [-0.74, 0.22, -0.31], [0.95, 0.68, -0.12], [0.16, 0.17, -0.81], [0.84, -1.04, 1.95], [-0.26, 0.02, 0.35], [0.09, -0.05, -0.02], [0.24, -0.14, -0.33], [0.00, 0.00, 0.00], [-0.24, -1.14, 0.20], [0.46, 0.96, 0.22], [0.17, -0.54, -0.96], [-0.35, -0.04, 0.55], [0.88, 0.90, -0.97], [-3.03, 0.96, -0.86], [-1.47, -0.64, -0.90], [0.17, 0.40, -0.76], [0.14, -0.70, -0.01], [-0.09, -0.31, 0.72], [0.57, 0.01, -0.85], [-0.11, 1.11, 0.29], [-0.49, 0.30, -1.45], [-0.09, -0.60, 0.45], [1.35, 0.08, 0.93], [1.52, 0.41, -0.66], [-0.45, -0.39, 1.24], [1.71, 0.95, -1.95], [-3.29, 0.48, 0.43], [-3.11, -1.60, 0.05], [-0.03, -2.15, 1.71], [2.64, -2.15, 0.94], [-0.16, -0.26, -0.05], [0.03, -0.16, 0.17], [0.14, 0.41, -0.11], [1.01, 0.68, -4.36], [0.19, -0.75, 5.81], [-1.02, 0.16, -1.30], [-3.04, 6.50, -3.33], [3.38, -9.99, 2.41], [-8.67, -0.63, 4.74], [0.31, 2.98, 1.26], [0.23, 0.50, 0.05], [-0.87, -0.72, -0.29], [0.26, 0.07, 0.31], [0.13, 0.04, -0.41], [0.25, 0.11, 0.33], [-0.08, -0.23, -0.34], [1.70, -1.25, 1.50], [0.53, 1.79, -1.19], [0.60, -0.97, 0.11], [2.99, 6.13, 0.21], [-0.24, -0.97, -2.27], [-0.72, 1.74, -1.38], [-0.83, 2.92, 4.44], [-0.59, -5.22, -2.11], [-0.34, 1.65, 2.02], [0.55, -0.82, -0.84], [2.15, 0.17, 0.98], [3.22, 3.29, -0.30], [1.13, 0.49, 1.70], [-1.12, -1.46, 0.95], [-0.07, -0.28, 0.05], [-1.82, -1.44, -0.02], [-1.03, -0.50, 0.14], [-0.03, 2.55, -4.12], [-0.66, -0.57, 1.36], [0.19, 0.59, 0.66], [0.84, -0.63, 0.71], [0.39, 0.42, -0.11], [-2.41, 1.43, -0.69], [-0.63, -0.61, 0.46], [0.40, 0.43, -0.74], [-0.47, -0.19, -1.82], [-0.03, 0.20, 0.42], [-0.26, -0.44, 0.13], [-0.11, -0.32, -0.33], [0.82, -0.38, 0.20], [-0.04, 0.26, -1.33], [0.24, -1.08, 0.57], [0.64, -0.70, 0.27], [0.78, -0.50, 0.96]]
}